Here is B4CaF12H4 as an isolated structure at a distorted geometry from the Open Molecules 2025 dataset. Energies are from the ωB97M-V functional and the def2-TZVPD basis.

charge = -2
F_max = 5.31 eV Å⁻¹
energy relative to the best compared isomer or geometry (same formula, charge and spin) = 150.3 kJ/mol
gap between HOMO and LUMO = 9.75 eV
spin multiplicity = 1

Each line ends with the natural charge from an NBO analysis.
CARTESIAN COORDINATES (ANGSTROEM)
Ca 0.074 -0.291 0.120  1.82
B -0.462 -0.849 2.370  -0.88
H -0.767 -1.036 3.388  -0.01
H -1.293 -0.550 1.750  -0.03
H 0.257 -0.044 2.375  -0.01
H 0.038 -1.732 2.004  -0.01
B 0.304 2.408 -0.385  1.29
F 0.174 1.882 0.833  -0.56
F 0.236 1.367 -1.315  -0.58
F -0.694 3.282 -0.516  -0.55
F 1.543 2.957 -0.509  -0.56
B -2.372 -0.414 -1.647  1.31
F -3.319 -1.366 -1.951  -0.57
F -2.325 -0.089 -0.307  -0.57
F -1.230 -1.081 -1.763  -0.58
F -2.322 0.677 -2.504  -0.56
B 2.512 -0.998 -0.442  1.29
F 1.740 -0.863 -1.555  -0.55
F 2.310 0.077 0.329  -0.55
F 1.786 -1.919 0.291  -0.59
F 3.811 -1.417 -0.568  -0.55

=====

Here is B4F12H4MnN2O6 as an isolated structure at a distorted geometry from the Open Molecules 2025 dataset. Energies are from the ωB97M-V functional and the def2-TZVPD basis.

charge = -4
F_max = 1.29 eV Å⁻¹
energy relative to the best compared isomer or geometry (same formula, charge and spin) = 0.0 kJ/mol
gap between HOMO and LUMO (spin up / spin down) = 7.27 / 7.48 eV
expectation value of S² = 8.752
spin multiplicity = 6

Each line ends with the natural charge from an NBO analysis.
CARTESIAN COORDINATES (ANGSTROEM)
Mn -0.125 -0.296 0.079  1.62
N -1.988 0.269 2.945  0.74
O -1.111 0.133 2.061  -0.57
O -1.783 1.052 3.892  -0.57
O -3.013 -0.434 2.917  -0.55
N 1.642 -2.678 1.886  0.73
O 0.941 -3.681 1.683  -0.53
O 2.602 -2.742 2.694  -0.59
O 1.405 -1.588 1.317  -0.56
B -1.224 -2.247 -0.547  -0.76
H -2.015 -3.127 -0.784  -0.04
H -1.353 -1.274 -1.212  -0.03
H -1.247 -1.854 0.572  -0.02
H -0.102 -2.617 -0.799  -0.01
B 2.476 1.688 0.625  1.36
F 2.907 1.561 1.963  -0.58
F 2.650 3.031 0.229  -0.59
F 3.203 0.825 -0.187  -0.56
F 1.056 1.377 0.552  -0.59
B 1.292 0.195 -3.179  1.37
F 2.103 1.337 -3.169  -0.57
F 0.222 0.364 -4.087  -0.58
F 2.064 -0.912 -3.618  -0.59
F 0.765 -0.057 -1.872  -0.58
B -2.283 2.349 -0.782  1.37
F -1.405 3.406 -0.500  -0.57
F -1.553 1.105 -0.615  -0.59
F -3.400 2.361 0.058  -0.58
F -2.728 2.457 -2.120  -0.59

=====

Here is B4F16Hg as an isolated structure at a distorted geometry from the Open Molecules 2025 dataset. Energies are from the ωB97M-V functional and the def2-TZVPD basis.

charge = -2
F_max = 5.24 eV Å⁻¹
energy relative to the best compared isomer or geometry (same formula, charge and spin) = 769.5 kJ/mol
gap between HOMO and LUMO = 3.12 eV
spin multiplicity = 1

Each line ends with the natural charge from an NBO analysis.
CARTESIAN COORDINATES (ANGSTROEM)
Hg -0.023 -0.111 -0.063  1.62
B 3.688 1.685 1.792  1.33
F 4.071 2.321 3.011  -0.57
F 2.619 2.338 1.262  -0.56
F 4.703 1.646 0.839  -0.57
F 3.236 0.401 1.901  -0.57
B -1.505 2.659 -2.980  1.31
F -1.854 3.274 -4.128  -0.54
F -0.167 2.353 -2.947  -0.55
F -1.700 3.339 -1.825  -0.55
F -2.094 1.370 -2.882  -0.55
B -2.847 -0.316 3.292  1.30
F -2.982 1.038 3.329  -0.56
F -3.749 -0.800 4.232  -0.56
F -3.157 -0.779 2.005  -0.54
F -1.607 -0.532 3.593  -0.54
B 0.636 -3.998 -2.130  1.30
F -0.310 -4.342 -3.027  -0.55
F 0.238 -3.837 -0.808  -0.55
F 1.609 -4.912 -2.030  -0.54
F 1.193 -2.795 -2.436  -0.57

=====

Here is B5F20Tl as an isolated structure at a distorted geometry from the Open Molecules 2025 dataset. Energies are from the ωB97M-V functional and the def2-TZVPD basis.

charge = -2
F_max = 4.34 eV Å⁻¹
energy relative to the best compared isomer or geometry (same formula, charge and spin) = 474.7 kJ/mol
gap between HOMO and LUMO = 1.63 eV
spin multiplicity = 1

Each line ends with the natural charge from an NBO analysis.
CARTESIAN COORDINATES (ANGSTROEM)
Tl -0.187 -0.381 -1.499  1.00
B -1.186 -5.088 0.884  1.31
F -1.586 -4.921 -0.412  -0.44
F 0.143 -5.380 0.612  -0.45
F -1.477 -3.948 1.581  -0.50
F -1.912 -6.145 1.452  -0.53
B 0.045 5.452 -0.623  1.29
F 0.367 6.203 -1.715  -0.52
F 0.052 6.231 0.491  -0.50
F -1.076 4.721 -0.828  -0.43
F 0.911 4.459 -0.441  -0.40
B -5.692 -0.153 -0.742  1.31
F -4.715 0.066 0.196  -0.48
F -6.660 0.809 -0.882  -0.50
F -5.117 -0.460 -1.981  -0.54
F -6.397 -1.257 -0.293  -0.46
B 5.097 -0.589 -2.919  1.30
F 5.550 0.354 -2.024  -0.46
F 6.211 -0.990 -3.676  -0.52
F 4.505 -1.580 -2.229  -0.50
F 4.179 0.002 -3.689  -0.53
B 1.771 0.575 3.742  1.29
F 0.572 0.788 3.202  -0.46
F 1.694 -0.185 4.897  -0.42
F 2.427 -0.260 2.872  -0.39
F 2.483 1.677 4.026  -0.48

=====

Here is B6H24Zr as an isolated structure at a distorted geometry from the Open Molecules 2025 dataset. Energies are from the ωB97M-V functional and the def2-TZVPD basis.

charge = -1
F_max = 5.18 eV Å⁻¹
energy relative to the best compared isomer or geometry (same formula, charge and spin) = 12.4 kJ/mol
gap between HOMO and LUMO (spin up / spin down) = 10.22 / 4.79 eV
expectation value of S² = 0.754
spin multiplicity = 2

Each line ends with the natural charge from an NBO analysis.
CARTESIAN COORDINATES (ANGSTROEM)
Zr -0.057 -0.077 0.249  1.20
B 1.909 -1.280 -0.261  -0.70
H 1.103 -1.540 -0.930  0.07
H 1.972 -0.222 -0.466  0.14
H 1.713 -1.392 0.794  0.08
H 2.786 -1.758 -0.669  0.06
B -1.866 1.452 -0.305  -0.74
H -1.879 1.022 0.684  0.05
H -1.139 2.234 -0.460  0.08
H -1.666 0.663 -1.013  0.06
H -2.813 1.897 -0.572  0.06
B -0.306 -0.648 2.477  -0.58
H -0.327 -0.434 3.534  0.03
H 0.658 -0.389 2.067  0.04
H -0.481 -1.674 2.194  0.06
H -1.018 -0.077 1.901  0.02
B -1.392 -1.886 -0.263  -0.67
H -1.923 -1.222 0.400  0.07
H -1.913 -2.795 -0.523  0.05
H -1.179 -1.364 -1.183  0.07
H -0.415 -2.129 0.127  0.06
B 1.136 1.694 0.866  -0.62
H 1.739 0.838 1.124  0.10
H 0.917 1.612 -0.188  0.04
H 0.240 1.603 1.461  0.09
H 1.632 2.614 1.133  0.05
B 0.527 0.637 -2.438  -0.43
H 0.180 0.328 -3.412  0.01
H 0.148 1.626 -2.234  0.17
H 0.107 0.025 -1.654  -0.07
H 1.606 0.643 -2.440  0.15

=====

Here is BClH4MgTi as an isolated structure at a distorted geometry from the Open Molecules 2025 dataset. Energies are from the ωB97M-V functional and the def2-TZVPD basis.

charge = 0
F_max = 4.45 eV Å⁻¹
gap between HOMO and LUMO (spin up / spin down) = 3.23 / 8.92 eV
expectation value of S² = 6.004
spin multiplicity = 5

Each line ends with the natural charge from an NBO analysis.
CARTESIAN COORDINATES (ANGSTROEM)
Mg 8.571 10.794 -12.446  1.03
Ti 10.648 9.095 -8.733  0.81
Cl 10.142 11.027 -10.868  -0.87
B 6.896 9.997 -11.307  -0.84
H 7.830 9.460 -11.244  -0.08
H 6.272 9.948 -10.428  0.04
H 7.131 11.029 -11.521  -0.11
H 6.407 9.549 -12.158  0.02

=====

Here is BCsH4 as an isolated structure at a distorted geometry from the Open Molecules 2025 dataset. Energies are from the ωB97M-V functional and the def2-TZVPD basis.

charge = -1
F_max = 4.52 eV Å⁻¹
energy relative to the best compared isomer or geometry (same formula, charge and spin) = 5.2 kJ/mol
gap between HOMO and LUMO (spin up / spin down) = 2.76 / 8.53 eV
expectation value of S² = 0.750
spin multiplicity = 2

Each line ends with the natural charge from an NBO analysis.
CARTESIAN COORDINATES (ANGSTROEM)
Cs 1.640 -1.794 1.364  0.05
B -0.332 0.342 -0.291  -0.88
H 0.562 0.391 0.311  -0.09
H -1.035 -0.140 0.372  -0.04
H -0.662 1.344 -0.514  -0.01
H -0.172 -0.143 -1.242  -0.03

=====

Here is BCsH4 as an isolated structure from the Open Molecules 2025 dataset. Energies are from the ωB97M-V functional and the def2-TZVPD basis.

charge = 0
F_max = 0.67 eV Å⁻¹
energy relative to the best compared isomer or geometry (same formula, charge and spin) = 0.0 kJ/mol
gap between HOMO and LUMO = 8.17 eV
spin multiplicity = 1

Each line ends with the Löwdin charge.
CARTESIAN COORDINATES (ANGSTROEM)
Cs 0.856 0.643 2.261  1.02
B -0.155 -0.133 -0.471  -0.60
H 0.756 0.459 -0.999  -0.06
H -0.830 0.690 0.116  -0.13
H -0.851 -0.725 -1.255  -0.06
H 0.223 -0.933 0.349  -0.17

=====

Here is BCuH14O5 as an isolated structure at a distorted geometry from the Open Molecules 2025 dataset. Energies are from the ωB97M-V functional and the def2-TZVPD basis.

charge = +2
F_max = 5.45 eV Å⁻¹
gap between HOMO and LUMO (spin up / spin down) = 13.24 / 6.90 eV
expectation value of S² = 2.005
spin multiplicity = 3

Each line ends with the natural charge from an NBO analysis.
CARTESIAN COORDINATES (ANGSTROEM)
Cu 0.075 -0.011 0.005  1.64
B 1.770 -1.466 0.557  -0.55
H 2.508 -2.253 0.539  0.23
H 1.651 -1.105 -0.453  0.04
H 0.774 -1.741 0.868  0.17
H 2.104 -0.652 1.181  0.19
O 1.325 1.765 -0.309  -0.99
H 2.010 2.039 -0.919  0.53
H 1.253 2.489 0.312  0.53
O -0.187 0.711 2.089  -1.01
H -0.939 1.080 2.553  0.53
H 0.478 0.592 2.767  0.52
O -0.289 -0.597 -2.161  -0.99
H -0.114 -0.153 -2.991  0.52
H -0.935 -1.269 -2.381  0.51
O -1.520 1.468 -0.574  -0.98
H -1.593 1.759 -1.483  0.52
H -2.301 1.819 -0.146  0.52
O -1.662 -1.342 0.199  -0.98
H -2.207 -1.642 0.927  0.53
H -2.199 -1.492 -0.580  0.51

=====

Here is BCuH28O12 as an isolated structure at a distorted geometry from the Open Molecules 2025 dataset. Energies are from the ωB97M-V functional and the def2-TZVPD basis.

charge = +2
F_max = 4.35 eV Å⁻¹
gap between HOMO and LUMO (spin up / spin down) = 10.10 / 3.52 eV
expectation value of S² = 2.009
spin multiplicity = 3

Each line ends with the natural charge from an NBO analysis.
CARTESIAN COORDINATES (ANGSTROEM)
Cu 0.520 -2.466 -0.161  1.68
B 0.172 -0.355 0.309  -1.11
H -0.115 -1.052 1.082  0.04
H -0.269 -0.530 -0.660  0.04
H -0.125 0.626 0.644  0.08
H 1.247 -0.373 0.212  0.05
O 2.747 -2.188 0.382  -0.97
H 3.535 -2.652 0.097  0.52
H 3.011 -1.735 1.182  0.51
O 0.596 3.654 2.221  -0.79
H 0.193 4.396 1.769  0.48
H 1.075 3.187 1.537  0.48
O 1.667 0.945 2.539  -0.93
H 2.344 0.278 2.658  0.46
H 1.010 0.523 1.986  0.47
O 0.565 -3.401 1.853  -1.00
H 1.312 -3.992 1.953  0.51
H 0.157 -3.382 2.718  0.53
O -3.729 -0.911 0.291  -0.97
H -3.186 -0.521 -0.394  0.48
H -4.344 -1.473 -0.180  0.50
O 1.253 -1.858 -2.246  -1.02
H 1.930 -2.177 -2.842  0.51
H 1.088 -0.959 -2.530  0.54
O -2.062 1.291 -0.758  -0.79
H -1.407 0.652 -0.478  0.49
H -1.558 1.969 -1.209  0.52
O -1.570 -2.733 -0.754  -0.98
H -1.787 -3.057 -1.629  0.52
H -2.373 -2.856 -0.247  0.53
O 0.265 0.417 -3.449  -0.98
H 0.146 0.272 -4.388  0.50
H 0.397 1.362 -3.367  0.50
O -2.679 1.126 2.216  -0.44
H -2.825 0.648 1.399  0.51
H -1.752 0.988 2.412  0.49
O 1.536 2.079 -0.324  -0.99
H 1.178 1.193 -0.277  0.50
H 2.341 2.041 0.193  0.50
O -0.488 3.569 -1.451  -0.97
H 0.222 3.006 -1.144  0.49
H -0.240 4.447 -1.164  0.50